{
  "formula": "C24H32N5O3S2Sn",
  "method": "ωB97M-V/def2-TZVPD",
  "elements": ["N", "N", "C", "O", "C", "H", "C", "H", "C", "H", "H", "H", "C", "C", "H", "C", "O", "H", "H", "H", "H", "C", "C", "H", "H", "C", "C", "H", "H", "C", "H", "C", "C", "C", "H", "S", "H", "H", "C", "C", "N", "H", "H", "H", "H", "C", "N", "H", "H", "C", "H", "C", "H", "H", "H", "H", "Sn", "H", "S", "C", "C", "C", "N", "H", "H", "O", "C"],
  "positions_angstrom": [[-4.72135, 0.59761, 0.74650], [1.59751, -0.54595, 1.89401], [0.40773, -3.49614, -4.21559], [-0.09523, 2.75161, -1.85657], [-0.75103, 2.58019, -3.10674], [-2.87850, -0.70626, -3.81992], [0.40946, -2.80075, -1.49909], [-1.14255, 3.54090, -3.45408], [4.43136, 0.38624, 4.16220], [-1.59027, 2.46288, 2.93041], [1.76846, -1.84808, -4.44789], [1.14752, -2.47245, 2.65938], [-1.62925, 3.62412, -0.11412], [3.35937, -0.28322, 3.59748], [-2.05841, 4.59542, 0.17272], [3.15201, 1.37723, 1.84878], [-1.28101, 0.28535, -2.94686], [-0.52517, -0.47178, 2.12474], [-2.88932, -0.65454, -2.03015], [0.41097, -3.75217, -5.26895], [-2.55587, 1.75424, -2.24287], [4.87604, 1.56149, 3.56538], [-0.74555, -2.98083, 0.63357], [-0.79566, 4.69244, -1.76493], [-0.75866, -2.55756, 1.63448], [-2.08354, 2.89601, 2.06184], [1.17512, -2.43477, -3.75618], [-0.68483, -4.07551, 0.73195], [-0.99110, -4.41973, -1.29487], [-5.35317, 0.99199, 1.82568], [0.39191, -0.53310, 3.66128], [-3.50324, 0.15718, 0.66255], [-2.25466, -0.74344, -2.91744], [4.23786, 2.04685, 2.43894], [1.77549, -3.78540, 0.71721], [2.20610, -0.67957, -1.94126], [-2.93574, 2.27154, 1.78237], [-0.99751, -5.02806, -3.65615], [-1.86127, 1.56046, -3.07130], [-0.37369, -4.20855, -3.31970], [0.38071, -2.43310, -0.11408], [0.00380, 2.22678, -3.81168], [0.37206, 4.19439, -0.51562], [-2.42709, 3.02541, -0.57412], [4.90758, -0.00229, 5.05341], [0.37965, -0.13987, 2.63714], [-5.99090, 1.36752, 2.72557], [5.71662, 2.10269, 3.98393], [-1.67889, -2.69685, 0.15656], [1.80265, -2.01540, 1.91128], [2.99415, -1.18809, 4.07090], [1.65001, -2.70090, 0.56149], [4.56611, 2.97193, 1.97975], [0.35240, 0.95072, 2.68155], [2.45576, -2.35817, -0.08223], [-2.45391, 3.89477, 2.32275], [0.50660, 0.44993, -0.34349], [-2.42588, 1.62694, -4.01355], [2.38128, 2.11502, 0.46057], [2.73456, 0.17852, 2.43779], [1.19477, -2.05735, -2.40989], [-0.36515, -3.85954, -1.97568], [-2.42433, -0.25327, 0.46574], [2.82563, -2.22131, 2.21525], [-1.72209, -1.69109, -2.88775], [-1.12398, 2.97301, 1.02636], [-0.50244, 3.88371, -1.08876]],
  "forces_ev_per_angstrom": [[-0.14, 0.08, -0.37], [-0.01, -0.04, 0.12], [0.02, 0.05, 0.05], [-0.01, 0.20, -0.01], [0.09, -0.02, 0.15], [0.01, 0.00, -0.01], [0.00, 0.07, -0.07], [0.00, 0.04, -0.03], [-0.02, 0.03, -0.06], [-0.02, -0.02, -0.02], [-0.03, -0.04, 0.02], [-0.01, 0.03, 0.03], [-0.07, -0.11, 0.05], [-0.01, 0.00, -0.04], [-0.03, 0.02, 0.02], [-0.04, 0.04, -0.02], [-0.05, -0.02, -0.06], [0.02, -0.05, 0.02], [0.03, 0.00, -0.02], [0.00, 0.02, 0.03], [0.01, -0.05, -0.05], [-0.06, -0.01, -0.04], [0.06, 0.03, -0.04], [0.03, 0.03, -0.05], [-0.02, 0.03, -0.02], [-0.03, -0.05, -0.03], [-0.03, -0.01, 0.08], [0.01, 0.01, 0.02], [0.04, 0.02, -0.01], [0.27, -0.07, 0.18], [0.02, 0.00, 0.01], [-0.10, -0.08, 0.29], [-0.02, 0.02, 0.04], [0.00, -0.03, 0.02], [0.00, -0.01, 0.03], [-0.08, 0.04, 0.01], [0.05, 0.06, 0.01], [0.02, 0.01, 0.00], [-0.04, -0.09, 0.06], [0.03, 0.04, -0.01], [-0.01, -0.08, 0.10], [0.04, 0.04, -0.01], [0.03, 0.02, -0.02], [-0.01, 0.07, 0.04], [-0.01, 0.01, 0.00], [0.09, 0.01, 0.02], [0.13, -0.07, -0.19], [-0.02, 0.00, -0.01], [-0.03, 0.00, -0.01], [-0.14, 0.08, -0.08], [0.01, 0.02, -0.02], [-0.03, 0.01, -0.07], [0.01, -0.04, 0.02], [0.01, -0.03, -0.03], [0.01, -0.01, -0.07], [0.02, 0.02, 0.02], [0.29, -0.11, 0.02], [-0.05, -0.01, -0.01], [0.06, 0.04, -0.15], [-0.04, -0.07, 0.05], [0.00, 0.00, -0.03], [0.03, 0.01, 0.00], [-0.41, 0.01, 0.14], [0.04, -0.04, 0.07], [0.01, 0.00, -0.01], [0.01, 0.11, 0.02], [0.07, -0.19, -0.03]],
  "homo_lumo_gap_ev": 7.1,
  "total_charge": -1,
  "energy_ha": -2443.9573
}